Below is a molecular structure, C41H32BCl4GeN6O7Ti, with properties calculated with wB97M-V/def2-TZVPD.

```
93
Properties=species:S:1:pos:R:3:forces:R:3:mulliken_charge:R:1
Ti -5.566 -3.611 26.059 -0.512 -0.971 -0.522 -0.73
O -5.978 -9.165 22.285 0.091 0.823 0.489 -0.49
C -6.043 -8.463 23.454 0.052 -0.774 -0.209 0.42
O -6.170 -9.009 24.506 -0.042 -0.151 -0.071 -0.48
C -5.976 -6.989 23.377 -0.243 -0.009 -0.259 0.25
C -6.555 -6.132 22.463 0.155 0.035 0.153 0.49
Cl -7.317 -6.496 21.001 -0.100 -0.005 -0.239 -0.18
N -6.429 -4.862 22.904 0.319 -0.210 0.154 -0.14
N -5.767 -4.873 24.102 -0.250 0.147 0.005 1.51
C -5.526 -6.146 24.391 0.388 0.020 -0.156 0.45
C -4.808 -6.416 25.690 -0.719 0.996 0.358 -0.35
O -4.002 -7.285 25.851 -0.592 0.795 0.277 -0.58
O -5.225 -5.436 26.566 0.887 -0.763 -0.723 -0.56
C -6.783 -3.677 22.172 0.183 0.395 -0.027 -0.17
C -5.786 -2.822 21.713 -0.409 -0.558 0.084 -0.50
C -6.154 -1.652 21.085 0.211 0.143 0.038 -0.52
C -7.491 -1.349 20.881 0.443 0.123 -0.398 -0.74
C -8.460 -2.251 21.243 -0.411 -0.151 0.320 -1.04
C -8.117 -3.403 21.926 0.207 -0.423 0.201 -0.06
H -5.775 -8.545 21.567 -0.078 -0.315 -0.020 0.34
H -4.752 -3.071 21.871 0.255 -0.002 0.059 0.41
H -5.377 -0.972 20.783 0.063 0.197 -0.154 0.46
H -7.762 -0.435 20.383 -0.050 0.192 -0.075 0.46
H -9.494 -2.044 21.028 -0.241 0.018 0.006 0.46
H -8.856 -4.102 22.282 -0.229 -0.011 -0.030 0.78
C 6.443 1.465 30.233 -0.112 0.337 -0.284 -0.84
O 5.137 1.848 30.670 -0.022 -0.252 -0.181 -0.45
C 4.090 1.192 30.115 -0.012 0.140 0.167 0.88
C 2.829 1.479 30.647 0.387 0.250 0.098 -0.67
C 1.708 0.880 30.141 -0.013 -0.117 -0.329 -0.63
C 1.806 -0.026 29.078 -0.105 0.096 0.316 0.15
C 3.053 -0.302 28.545 -0.247 0.039 0.125 -0.94
C 4.186 0.291 29.065 0.444 0.001 -0.314 -0.31
C 0.627 -0.699 28.559 -0.224 -0.328 -0.623 0.38
N 0.507 -1.234 27.356 -0.384 -0.033 0.074 -0.80
C -0.765 -1.759 27.310 0.297 0.560 1.462 0.96
C -1.424 -1.557 28.532 1.043 0.169 -0.863 0.00
N -0.508 -0.868 29.301 -0.443 -0.179 0.130 -0.11
C -2.711 -2.081 28.792 0.051 -0.218 -0.470 -0.18
C -3.355 -2.089 30.032 0.040 -0.181 0.199 -0.29
C -4.561 -2.726 30.167 -0.058 0.137 0.551 -1.30
C -5.183 -3.246 29.042 -0.236 -0.211 0.368 -0.19
N -4.600 -3.217 27.864 0.376 0.082 -0.188 0.63
C -3.344 -2.730 27.704 -0.265 0.228 0.395 0.30
C -2.691 -2.916 26.422 -0.225 -0.073 0.033 0.04
N -3.371 -3.574 25.431 0.235 0.233 0.442 0.69
C -2.725 -3.840 24.317 0.274 -0.106 -0.215 -0.04
C -1.379 -3.490 24.094 -0.232 0.145 0.290 -1.30
C -0.712 -2.768 25.048 -0.361 -0.256 -0.010 -0.59
C -1.382 -2.465 26.247 0.078 -0.134 -0.283 0.12
H 7.147 2.003 30.862 -0.079 -0.017 0.034 0.24
H 6.615 1.762 29.182 -0.111 -0.193 0.385 0.33
H 6.576 0.393 30.360 0.115 -0.079 -0.051 0.37
H 2.778 2.212 31.433 -0.091 0.099 0.190 0.44
H 0.744 1.174 30.524 -0.173 0.008 0.140 0.35
H 3.117 -0.989 27.721 0.110 -0.169 -0.188 0.44
H 5.137 0.070 28.608 0.067 -0.028 0.045 0.40
H -0.607 -0.569 30.259 -0.033 -0.088 -0.119 0.25
H -2.861 -1.658 30.895 -0.085 0.047 -0.021 0.46
H -5.045 -2.813 31.134 0.044 0.075 -0.158 0.43
H -6.180 -3.688 29.132 0.381 0.137 -0.253 0.50
H -3.269 -4.366 23.541 -0.097 0.011 0.098 0.42
H -0.893 -3.783 23.179 0.002 -0.039 -0.187 0.48
H 0.311 -2.458 24.934 0.178 0.084 -0.071 0.61
Cl -6.751 1.173 25.427 -0.157 -0.209 0.025 -0.38
Ge -7.663 -0.801 24.997 0.263 0.413 0.076 0.51
Cl -7.067 -1.824 27.165 -0.048 -0.268 -0.189 -0.36
Cl -5.428 -1.750 24.478 -0.139 0.059 0.271 -0.40
C -14.023 -6.361 25.560 -0.038 0.145 -0.185 -1.61
C -12.954 -6.909 24.603 -0.201 -0.130 0.217 1.97
C -12.576 -8.331 25.005 -0.461 -0.329 -0.209 -2.02
C -13.519 -6.937 23.178 0.450 -0.041 0.158 -1.58
C -11.755 -5.988 24.681 -0.056 -0.012 0.057 0.93
C -11.851 -4.717 24.110 0.067 -0.018 0.142 -0.35
C -10.824 -3.805 24.202 0.783 0.391 0.040 -1.73
C -9.685 -4.205 24.866 0.123 -0.353 0.123 0.40
O -8.471 -3.549 25.025 -1.256 1.440 -1.130 -0.44
B -7.659 -4.366 25.713 0.903 -0.445 0.685 1.35
O -8.299 -5.545 26.015 -0.165 -0.721 0.139 -0.18
C -9.574 -5.444 25.457 0.049 0.192 -0.204 0.27
C -10.607 -6.365 25.377 0.619 0.360 0.037 -1.08
H -14.899 -7.002 25.538 -0.173 -0.124 0.057 0.45
H -14.341 -5.353 25.270 0.068 -0.120 0.009 0.36
H -13.650 -6.310 26.580 0.050 -0.034 0.134 0.36
H -13.452 -8.981 24.914 0.036 0.055 -0.130 0.43
H -12.254 -8.442 26.037 0.156 0.181 0.066 0.31
H -11.809 -8.709 24.327 0.076 -0.132 0.126 0.46
H -14.389 -7.575 23.123 -0.333 -0.174 0.065 0.45
H -12.777 -7.341 22.486 0.007 0.119 -0.068 0.37
H -13.804 -5.939 22.866 -0.122 0.043 -0.231 0.33
H -12.741 -4.415 23.586 -0.153 -0.029 -0.010 0.38
H -10.858 -2.823 23.766 -0.198 0.229 -0.171 0.54
H -10.487 -7.336 25.816 -0.040 -0.203 0.104 0.52
```
Positions in Å, forces in eV/Å.

- relative energy (zero: lowest compared OMol25 entry of this formula, charge and spin) (kcal/mol) = 0.00
- net charge = +1
- HOMO energy (eV) = -10.23

Below is a molecular structure, C41H32CaN3O2PS, with properties calculated with wB97M-V/def2-TZVPD.

```
81
Properties=species:S:1:pos:R:3:forces:R:3:mulliken_charge:R:1
Ca 1.590 0.495 0.818 -0.724 0.436 0.639 1.96
S 3.426 2.848 -3.141 -0.094 0.032 -0.005 -0.49
C 4.793 2.081 -2.400 0.014 0.037 -0.058 0.72
C 6.117 2.026 -2.827 0.022 -0.010 0.021 -0.66
C 7.024 1.332 -2.043 -0.059 0.016 0.004 -0.37
C 6.617 0.708 -0.857 -0.026 -0.001 0.014 -0.73
C 5.303 0.764 -0.432 0.013 -0.050 0.063 -0.21
C 4.384 1.459 -1.217 -0.236 0.039 0.062 -0.74
N 3.033 1.601 -0.924 0.152 0.055 -0.069 0.01
C 2.395 2.288 -1.813 0.124 0.028 -0.114 0.23
C 0.945 2.571 -1.769 0.113 -0.114 0.074 1.03
C 0.390 3.447 -2.711 0.043 -0.022 -0.011 -0.85
C -0.965 3.718 -2.679 -0.017 -0.060 0.082 -0.95
C -1.747 3.099 -1.701 0.067 0.021 -0.063 -0.78
C -1.168 2.229 -0.788 0.052 -0.049 0.049 0.09
C 0.210 1.911 -0.759 -0.250 0.446 -0.300 0.38
H 6.428 2.509 -3.746 -0.012 -0.018 0.029 0.36
H 8.060 1.271 -2.355 -0.013 -0.003 0.007 0.35
H 7.344 0.168 -0.262 -0.036 0.025 -0.025 0.37
H 4.964 0.291 0.484 0.032 0.024 -0.040 0.46
H 1.014 3.920 -3.464 -0.016 0.011 -0.009 0.31
H -1.410 4.396 -3.398 -0.007 0.018 -0.023 0.34
H -2.815 3.292 -1.666 -0.009 -0.002 0.007 0.45
H -1.833 1.754 -0.065 0.031 0.037 -0.020 -0.16
O 4.236 1.934 4.066 0.049 -0.038 -0.014 -0.82
C 3.356 1.713 3.229 -0.005 -0.192 -0.295 -0.02
O 3.317 0.823 2.327 0.155 0.340 0.370 -0.69
C 2.135 2.647 3.265 -0.212 -0.101 -0.176 0.39
C 2.105 3.730 4.131 -0.081 0.100 0.076 -0.72
C 0.991 4.551 4.136 -0.017 -0.014 -0.016 -0.17
C -0.067 4.258 3.286 0.021 0.032 0.053 -1.13
C 0.041 3.158 2.454 0.198 -0.239 0.028 -0.22
N 1.123 2.372 2.434 -0.026 0.426 0.241 0.45
H 2.957 3.890 4.776 0.022 -0.005 -0.001 0.50
H 0.941 5.407 4.797 0.005 0.023 0.021 0.38
H -0.963 4.866 3.264 0.012 -0.019 0.003 0.44
H -0.762 2.886 1.780 0.039 -0.015 -0.031 0.25
C -3.931 -3.380 -0.641 0.039 0.098 -0.020 -1.68
C -3.583 -2.369 -1.706 0.008 0.026 0.007 1.17
C -4.338 -2.361 -2.878 0.007 0.018 -0.022 -0.78
C -4.085 -1.467 -3.910 0.029 -0.010 0.045 -0.56
C -3.052 -0.552 -3.782 0.003 -0.037 0.053 -0.77
C -2.285 -0.554 -2.623 -0.024 0.021 0.028 -0.96
C -2.531 -1.443 -1.572 0.017 0.042 -0.059 0.16
P -1.327 -1.302 -0.167 0.026 -0.286 -0.067 1.89
C -0.980 -3.083 0.146 -0.043 0.007 0.039 0.75
C -1.281 -3.652 1.382 -0.048 -0.054 0.092 0.04
C -0.945 -4.966 1.673 0.014 0.019 -0.080 -0.89
C -0.298 -5.733 0.713 -0.001 0.045 0.000 -0.65
C 0.014 -5.170 -0.516 -0.008 0.015 0.005 -0.85
C -0.306 -3.847 -0.817 0.028 -0.059 -0.065 0.57
C 0.074 -3.282 -2.162 -0.037 -0.019 0.093 -1.42
C -2.299 -0.714 1.236 -0.018 0.184 -0.025 0.28
C -3.605 -0.241 1.087 0.049 -0.039 0.065 -0.55
C -4.237 0.542 2.042 0.082 -0.039 0.048 -1.10
C -3.497 0.895 3.187 0.017 -0.029 -0.069 -0.52
C -2.211 0.460 3.372 -0.009 -0.044 -0.038 -1.22
C -1.531 -0.392 2.427 0.061 0.038 0.042 2.27
C -0.228 -0.821 2.655 -0.033 0.099 -0.245 -2.51
H -4.971 -3.695 -0.751 0.000 -0.001 -0.005 0.53
H -3.791 -2.969 0.357 -0.006 0.009 0.004 0.22
H -3.293 -4.264 -0.718 0.002 0.018 0.014 0.22
H -5.150 -3.074 -2.978 0.008 0.009 0.004 0.38
H -4.693 -1.488 -4.808 0.001 -0.003 0.019 0.34
H -2.839 0.158 -4.573 0.009 -0.011 0.025 0.43
H -1.470 0.155 -2.516 -0.027 -0.031 -0.009 0.31
H -1.783 -3.043 2.126 0.017 -0.034 -0.034 0.34
H -1.172 -5.380 2.649 -0.008 0.005 -0.013 0.39
H -0.012 -6.757 0.931 -0.012 0.014 -0.019 0.35
H 0.549 -5.757 -1.256 -0.008 0.010 0.013 0.33
H 0.860 -3.886 -2.615 -0.016 0.006 -0.002 0.49
H 0.458 -2.265 -2.059 0.018 0.006 0.028 0.07
H -0.787 -3.249 -2.840 0.053 -0.006 0.055 0.24
H -4.141 -0.463 0.171 0.012 -0.036 -0.051 0.23
H -5.251 0.891 1.895 0.015 0.005 -0.005 0.34
H -3.950 1.539 3.936 0.013 0.008 0.030 0.34
H -1.655 0.771 4.252 -0.022 -0.011 0.000 0.35
H 0.240 -1.597 2.056 -0.070 -0.017 0.112 0.38
H 0.258 -0.575 3.593 0.022 0.043 -0.047 0.27
N 3.070 -2.486 -0.282 -0.119 0.116 -0.018 -1.04
C 2.475 -1.544 0.053 0.638 -1.289 -0.502 0.05
```
Positions in Å, forces in eV/Å.

- relative energy (zero: lowest compared OMol25 entry of this formula, charge and spin) (kcal/mol) = 0.00
- net charge = -2
- HOMO energy (eV) = -0.77

Below is a molecular structure, C41H33AsBrN6O7Ti, with properties calculated with wB97M-V/def2-TZVPD.

```
90
Properties=species:S:1:pos:R:3:forces:R:3:mulliken_charge:R:1
Ti -0.350 -0.544 0.359 1.082 0.304 -0.127 0.11
Br 1.789 -5.450 -5.962 0.008 -0.006 0.016 -0.16
C 2.704 -5.703 -4.329 -0.002 -0.005 -0.006 0.04
C 3.316 -4.619 -3.718 -0.002 0.011 -0.014 -0.63
C 3.965 -4.792 -2.507 0.006 -0.030 -0.016 -0.13
C 4.008 -6.054 -1.924 -0.107 0.034 -0.045 0.14
C 3.453 -7.147 -2.580 0.007 0.038 0.037 -0.21
C 2.773 -6.972 -3.773 -0.003 0.013 -0.024 -0.50
N 4.689 -6.349 -0.699 0.150 -0.007 0.057 -0.33
N 4.587 -5.646 0.311 -0.086 -0.088 0.032 -0.52
C 3.689 -4.531 0.386 0.123 0.081 -0.019 -0.07
C 4.222 -3.304 0.677 -0.033 -0.030 -0.029 -1.01
C 3.398 -2.171 0.799 -0.121 -0.070 0.067 -0.13
C 2.044 -2.307 0.666 0.138 0.011 -0.059 0.31
O 1.220 -1.231 0.783 -0.260 -0.155 0.244 -0.21
C 1.452 -3.570 0.395 0.073 0.063 -0.042 0.48
N 0.110 -3.610 0.222 0.015 -0.007 0.099 -0.23
C -0.440 -4.778 0.002 -0.034 -0.001 -0.017 -0.02
C 0.283 -5.988 -0.037 -0.001 0.011 0.000 -1.21
C 1.639 -5.951 0.104 0.021 0.001 -0.009 -0.59
C 2.281 -4.705 0.292 -0.072 0.011 0.011 0.44
H 3.286 -3.646 -4.188 0.001 -0.003 0.002 0.45
H 4.453 -3.950 -2.038 0.003 -0.005 0.007 0.52
H 3.554 -8.131 -2.140 0.004 -0.002 0.000 0.49
H 2.319 -7.813 -4.277 -0.001 0.001 0.000 0.44
H 5.294 -3.208 0.790 0.004 -0.008 0.001 0.47
H 3.825 -1.202 1.013 -0.008 -0.016 -0.012 0.37
H -1.514 -4.794 -0.149 0.001 0.006 -0.003 0.48
H -0.242 -6.921 -0.181 -0.002 0.003 -0.005 0.42
H 2.220 -6.862 0.081 0.006 -0.001 -0.006 0.64
C -7.138 0.431 0.522 -0.008 0.000 -0.002 -0.51
C -6.321 0.136 1.604 0.000 -0.005 -0.005 -0.90
C -4.959 0.381 1.529 0.023 -0.038 0.007 -0.16
C -4.414 0.930 0.371 0.028 -0.079 0.086 0.63
C -5.231 1.220 -0.716 0.028 -0.007 -0.018 -0.27
C -6.593 0.967 -0.636 -0.002 -0.005 -0.007 -0.80
As -2.513 1.307 0.360 0.051 0.103 -0.124 0.84
C -2.295 2.437 -1.182 -0.037 0.046 0.020 -0.24
C -2.145 2.053 -2.504 -0.021 -0.009 -0.004 -0.23
C -2.012 3.032 -3.481 0.006 -0.008 -0.015 -0.84
C -2.031 4.375 -3.126 -0.006 0.008 -0.003 -0.86
C -2.172 4.757 -1.799 -0.003 -0.008 0.017 -0.39
C -2.301 3.788 -0.812 0.034 -0.033 -0.035 0.32
C -2.400 4.041 0.643 0.036 -0.016 0.051 0.91
C -2.450 5.289 1.253 0.048 -0.001 -0.032 -0.32
C -2.496 5.378 2.636 0.006 0.012 0.010 -0.87
C -2.491 4.233 3.424 -0.001 0.012 0.014 -0.76
C -2.458 2.979 2.828 0.023 -0.009 -0.006 -0.70
C -2.420 2.895 1.446 -0.036 0.025 -0.005 -0.25
H -8.202 0.242 0.580 0.003 -0.005 -0.001 0.41
H -6.744 -0.287 2.506 0.001 0.002 0.001 0.42
H -4.327 0.141 2.377 0.005 0.014 0.001 0.42
H -4.817 1.645 -1.621 0.009 0.016 0.012 0.40
H -7.229 1.195 -1.481 -0.002 0.000 0.003 0.42
H -2.136 1.005 -2.782 0.003 -0.004 0.009 0.50
H -1.895 2.747 -4.518 -0.003 0.001 0.001 0.47
H -1.932 5.133 -3.892 0.003 -0.002 0.001 0.43
H -2.176 5.809 -1.542 0.003 -0.002 0.000 0.42
H -2.453 6.192 0.656 0.004 0.002 0.000 0.45
H -2.537 6.351 3.108 0.003 -0.002 -0.003 0.42
H -2.521 4.317 4.502 0.000 -0.002 -0.002 0.45
H -2.453 2.087 3.441 -0.004 -0.006 -0.006 0.47
C 3.632 1.069 2.561 0.014 -0.019 0.025 -1.20
C 2.972 2.437 2.630 -0.042 0.049 0.006 -1.14
C 1.994 2.717 1.476 0.044 -0.081 0.052 2.57
C 1.368 4.141 1.636 -0.029 -0.011 -0.022 -0.87
C 1.062 4.850 0.322 -0.081 0.022 -0.003 -1.25
C 2.768 2.684 0.152 0.054 0.003 0.010 -0.79
O 3.770 3.315 -0.023 0.026 -0.074 0.030 -0.57
N 2.286 1.866 -0.900 0.039 -0.142 -0.186 0.26
C 1.169 1.116 -0.794 -0.099 0.240 0.191 -0.12
O 0.786 0.186 -1.532 -0.252 -0.085 0.012 -0.63
N 0.382 1.303 0.285 -0.052 0.113 -0.004 1.69
C 0.874 1.704 1.498 0.046 0.065 0.045 -0.43
O 0.361 1.186 2.476 0.058 0.079 -0.025 -0.74
H 4.302 0.927 3.407 0.003 -0.001 0.000 0.51
H 4.234 0.968 1.654 0.002 0.016 -0.003 0.32
H 2.894 0.265 2.590 -0.001 0.021 0.008 0.18
H 3.723 3.226 2.610 0.011 -0.012 -0.007 0.55
H 2.406 2.543 3.557 0.004 -0.010 0.001 0.41
H 2.076 4.730 2.220 0.004 0.013 -0.024 0.55
H 0.462 4.044 2.239 0.005 -0.009 0.007 0.19
H 1.976 5.147 -0.192 -0.027 0.003 0.010 0.46
H 0.477 5.747 0.515 -0.021 0.040 -0.001 0.46
H 0.476 4.222 -0.353 -0.066 -0.013 -0.017 0.19
H 2.870 1.792 -1.723 0.018 -0.028 0.013 0.35
O -1.691 -1.561 -0.670 -0.569 0.173 -0.143 -0.40
N -2.334 -1.897 0.414 -0.027 -0.460 -0.364 1.16
O -3.378 -2.432 0.409 0.093 -0.091 0.057 -0.55
O -1.688 -1.551 1.464 -0.263 0.045 0.228 -0.33
```
Positions in Å, forces in eV/Å.

- relative energy (zero: lowest compared OMol25 entry of this formula, charge and spin) (kcal/mol) = 35.47
- net charge = +1
- HOMO energy (eV) = -10.60